No. 1
DFT (ωB97M-V with the def2-TZVPD basis set) results for C24H46ClIO20P2S5Si2 as an isolated structure at a distorted geometry.

Geometry as XYZ:
```
101
Properties=species:S:1:pos:R:3:forces:R:3
I -3.662 2.974 -4.868 0.719 0.587 0.113
Cl 0.992 7.388 -1.928 -0.656 -0.249 -0.244
S 5.083 -3.010 3.448 -0.284 0.407 0.387
S 2.090 -6.929 3.468 0.375 0.164 -0.471
S -6.727 -3.311 -4.363 0.259 0.433 0.246
S 4.402 -2.498 -1.475 0.454 0.297 -0.438
S -4.715 1.646 -1.504 -0.023 0.137 -0.005
P -2.760 1.745 -1.189 -1.212 -0.768 -0.444
P -0.946 7.255 -1.126 -0.329 1.759 1.071
Si -1.781 5.293 -1.860 -1.076 0.833 -0.835
Si -2.471 3.475 0.182 -0.760 0.892 1.316
O -2.517 0.896 1.900 0.512 0.612 0.380
O 1.867 -6.096 2.102 -0.190 -0.663 0.417
O -6.161 -2.879 -2.915 -0.603 -0.019 -0.535
O 3.616 -1.576 -2.544 0.141 -0.677 0.132
O -5.790 -4.194 -4.969 -0.434 0.071 -0.028
O 4.179 -3.602 2.522 0.433 -0.160 0.126
O -6.598 -1.870 -5.081 0.251 -0.582 0.217
O -8.106 -3.633 -4.228 0.362 -0.190 -0.056
O 3.228 -7.935 2.918 -0.207 0.580 0.231
O 0.320 3.017 0.118 -0.105 -0.228 1.347
O 3.714 -3.739 -1.361 0.106 0.306 0.118
O 4.733 -1.697 -0.350 -0.108 -0.431 -0.102
O 5.744 -2.730 -2.342 -0.435 0.374 0.336
O 6.460 -3.357 3.511 -0.327 -0.027 -0.335
O 2.689 -6.064 4.428 -0.354 -0.432 -0.040
O -1.817 8.513 -1.880 1.268 -1.559 -0.303
O 4.967 -1.405 3.312 0.375 -0.505 0.289
O 4.447 -3.144 4.924 -0.062 0.136 -0.672
O 0.911 -7.677 3.737 0.189 0.346 0.141
O -2.974 4.873 -0.707 2.063 -1.406 -0.298
C 1.409 2.689 0.996 1.312 -0.185 -0.064
C 4.090 -0.912 4.326 -0.662 -0.008 0.034
C 1.538 -2.269 0.618 -1.832 1.900 0.846
C -5.512 -1.607 -3.026 0.555 0.210 -0.088
C -2.439 5.615 -3.622 -1.100 -1.036 -0.359
C -2.100 4.504 -4.702 1.052 1.316 -0.628
C -0.645 -0.760 2.019 1.765 -0.963 -0.806
C 2.950 -6.364 1.206 0.733 0.215 -0.128
C 1.028 -2.671 1.933 -0.418 0.953 -0.738
C 4.538 -1.118 -3.536 0.442 0.439 -0.015
C -1.812 -0.007 2.753 -0.072 -1.914 -0.179
C 3.352 -7.796 1.501 -0.308 -0.187 -0.510
C -6.277 -0.872 -4.107 -0.257 0.372 0.412
C -3.064 2.004 2.623 -1.264 0.420 0.950
C -4.275 1.584 3.585 0.042 0.524 -0.860
C 5.551 -2.238 -3.671 -0.213 -0.189 -0.522
C -0.660 3.866 -4.582 -0.732 -0.620 -1.215
C -0.032 -1.959 2.633 0.538 0.865 -1.999
C 2.199 3.923 1.570 -0.030 -0.140 0.301
C 4.290 -1.848 5.502 0.307 0.375 0.293
C -0.105 -0.349 0.736 0.526 -1.047 0.358
C -3.635 3.138 1.672 0.885 -0.066 0.010
C -0.715 3.642 0.903 0.454 1.325 -0.053
C 0.961 -1.072 0.022 -0.893 -0.678 2.031
H -0.736 2.905 -4.017 0.491 0.951 -0.121
H 3.444 -1.837 6.188 -0.002 -0.245 -0.118
H -0.351 3.582 -5.630 -0.260 0.170 1.095
H -4.239 2.230 4.498 -0.034 -0.839 -0.569
H -2.080 6.603 -4.010 -0.135 -0.796 0.356
H -2.056 2.032 -2.397 0.181 -0.433 0.380
H 5.160 -3.055 -4.283 0.011 0.055 -0.018
H 3.760 -5.669 1.438 -0.031 -0.028 -0.068
H -4.295 0.489 3.802 0.169 0.983 0.102
H 2.668 -8.506 1.028 0.036 0.017 -0.010
H -2.126 5.022 -5.703 -0.235 -0.648 1.013
H -0.474 4.754 0.948 -0.400 -0.942 0.117
H -1.465 0.444 3.722 -0.177 0.002 -0.983
H 2.638 -6.224 0.172 -0.243 0.048 0.155
H 2.151 2.075 0.410 -0.934 0.538 0.396
H -2.546 -0.822 3.037 0.755 0.766 -0.054
H 2.997 4.279 0.865 -0.731 -0.455 0.683
H 1.481 -3.581 2.383 -0.493 0.853 -0.235
H -3.565 5.674 -3.566 1.099 0.223 0.021
H 0.126 4.568 -4.208 -0.823 -0.533 0.025
H 4.023 -0.908 -4.472 -0.196 -0.123 0.165
H 5.006 -0.202 -3.166 0.020 -0.025 -0.067
H 3.066 -0.968 3.945 -0.001 0.018 0.051
H -3.657 4.066 2.318 -0.267 -0.828 -0.779
H -5.530 -1.081 -2.074 -0.121 -0.190 0.006
H 4.371 -8.012 1.184 0.003 0.010 0.269
H -4.475 -1.782 -3.325 -0.015 0.083 0.011
H -2.400 0.489 -0.620 0.628 0.666 -0.433
H -7.212 -0.460 -3.719 0.060 0.024 0.018
H 1.284 -0.672 -0.974 -0.241 -0.528 1.086
H 6.495 -1.893 -4.090 0.045 -0.063 0.253
H -0.502 0.561 0.239 0.341 -0.744 0.586
H -0.705 3.309 1.984 -0.032 0.035 -1.134
H 2.347 -2.809 0.082 -0.995 0.301 0.898
H -5.690 -0.074 -4.558 -0.020 -0.180 -0.148
H 2.655 3.589 2.547 -0.191 0.428 -1.073
H -1.632 8.493 -2.840 -0.356 0.158 0.410
H 5.205 -1.606 6.050 -0.044 0.035 0.000
H 4.329 0.122 4.571 0.219 -0.081 -0.173
H -2.245 2.412 3.288 -0.690 -0.202 -0.773
H -4.657 2.889 1.274 0.962 0.253 0.530
H 1.056 2.016 1.827 0.083 0.697 -0.681
H -0.380 -2.329 3.624 0.296 0.304 -0.924
H -0.642 4.372 -1.861 -0.024 -0.333 0.208
H -5.226 1.848 3.045 0.822 -0.479 0.622
H 1.569 4.814 1.815 0.300 -0.844 -0.229
```
Positions in Å, forces in eV/Å.

Results
**F_max**: 2.8 eV/A
**Relative energy (zero: lowest compared OMol25 entry of this formula, charge and spin)**: 0.0 kJ/mol
**Total charge**: 0
**Frontier orbital gap**: 0.31349 Ha

Atomic partial charges in e from the Löwdin method, atoms 1 to 6: number 1, I, carries 0.7957; number 2, Cl, carries 0.1009; number 3, S, carries 0.6252; number 4, S, carries 0.6227; number 5, S, carries 0.6216; number 6, S, carries 0.6081


No. 2
DFT (ωB97M-V with the def2-TZVPD basis set) results for C24H46F6O10Zr as an isolated structure at a distorted geometry.

Geometry as XYZ:
```
87
Properties=species:S:1:pos:R:3:forces:R:3
Zr -0.186 -0.141 0.494 -0.341 0.554 -0.222
F 4.864 1.419 0.833 -1.502 -0.185 0.128
F -4.791 0.758 0.603 -0.944 -0.850 -0.741
F 3.981 0.445 2.615 -0.224 -0.108 -0.594
F 5.657 -0.351 1.535 -0.312 -1.571 -0.012
F -5.220 2.622 -0.549 -0.164 -1.145 -0.209
F -3.803 2.556 1.053 -0.064 0.250 -0.090
O -1.826 1.100 -0.343 -1.927 -0.186 0.126
O 3.471 -1.877 0.858 1.306 -0.914 0.462
O -0.352 -1.510 -1.214 0.076 2.656 2.304
O -2.142 -1.459 1.017 -3.193 -1.962 0.889
O 2.083 -0.239 0.496 0.173 1.297 0.266
O 0.681 2.140 0.389 -0.010 -0.806 0.607
O 0.766 1.159 -2.023 0.385 0.340 -2.032
O 0.195 -2.124 1.612 -0.076 -0.328 0.294
O -0.643 0.482 2.540 0.364 -0.491 -2.011
O -2.723 2.772 -1.608 -0.248 0.452 1.322
C 0.623 -3.209 3.677 -1.364 2.163 1.222
C 0.306 -4.520 1.573 -0.388 1.085 -0.225
C -4.000 -2.443 2.271 0.707 -0.013 -0.170
C 1.589 0.173 -4.093 -0.169 1.535 0.037
C -0.701 2.602 3.764 1.254 0.593 0.523
C -3.781 -2.333 -0.380 -1.136 -0.733 0.162
C -4.286 1.827 0.009 2.960 1.947 1.589
C 4.444 0.205 1.381 0.970 2.310 0.070
C -3.058 1.531 -0.938 2.481 -0.129 -0.167
C -0.981 1.109 3.752 -0.254 0.486 -0.949
C 1.151 -3.283 -1.903 -0.350 -0.264 0.774
C -2.761 4.540 -3.310 -0.337 0.009 1.813
C 4.277 -4.095 0.848 0.449 -0.023 0.568
C -0.246 -2.610 -1.993 1.652 -0.365 0.044
C 0.441 4.308 -0.541 0.203 0.097 0.364
C 0.803 2.799 -3.810 -0.068 -1.794 0.073
C 1.119 3.258 0.342 -1.479 0.909 -0.515
C 2.286 3.765 1.095 0.368 0.453 1.357
C 4.263 -2.767 0.087 -0.723 -0.925 0.087
C 0.279 -3.149 2.255 1.256 -1.657 -1.220
C 1.029 1.353 -3.206 0.129 -0.309 1.563
C -3.235 -2.105 0.979 3.139 2.785 0.250
C -3.311 3.197 -2.822 0.205 -1.796 -1.362
C 3.458 -0.535 0.448 -3.571 -1.351 -0.153
H 4.379 -3.901 1.915 0.046 0.183 0.080
H 1.520 -3.307 -0.878 -0.211 0.155 0.259
H -0.548 4.020 -0.896 0.333 -0.446 -0.292
H -3.928 -1.341 -0.808 -0.030 -0.096 -0.119
H -0.508 0.577 4.578 0.376 0.166 0.196
H 0.399 -2.196 4.012 1.207 0.526 0.226
H 2.091 4.790 1.411 0.131 0.340 -0.653
H -4.732 -2.857 -0.283 -0.202 0.129 -0.289
H -3.065 5.261 -2.551 -0.198 0.312 -0.010
H 0.312 5.271 -0.047 0.136 -0.092 0.463
H 1.344 -4.799 1.393 0.121 0.295 -0.134
H -3.044 2.391 -3.506 0.268 0.000 -0.767
H -2.036 1.152 4.021 -0.697 -1.065 -0.558
H -4.966 -1.956 2.407 -0.025 0.278 -0.688
H 3.740 -2.960 -0.850 0.079 0.229 -0.385
H 2.249 0.617 -4.839 0.069 -0.032 -0.148
H 0.248 2.613 -4.730 -0.083 0.353 -0.179
H 2.160 -0.578 -3.547 -0.300 0.271 0.389
H -3.178 4.890 -4.255 0.228 -0.393 -0.062
H -4.397 3.134 -2.879 -0.265 0.583 0.669
H 2.418 3.318 2.081 0.157 -0.887 -0.382
H -3.414 0.768 -1.630 -0.016 -0.077 -0.603
H 0.792 -0.325 -4.646 -0.198 0.084 0.144
H 1.930 -2.760 -2.459 -0.206 -0.017 -0.301
H 1.067 -4.329 -2.196 0.210 -0.054 -0.439
H -4.221 -3.508 2.329 0.151 -0.140 -0.125
H -1.102 3.082 4.657 -0.251 -0.206 0.253
H 1.722 3.326 -4.067 0.152 -0.261 0.029
H -1.015 -3.338 -1.738 -0.257 -0.426 -0.070
H -3.155 -2.922 -1.050 0.343 0.209 0.261
H 1.651 -3.546 3.812 -0.240 -0.016 0.264
H -0.149 -3.658 4.304 0.319 -1.273 -0.304
H 3.197 3.707 0.501 0.024 -0.011 0.094
H 0.369 2.798 3.835 0.239 0.055 -0.315
H -0.074 -5.316 2.215 -0.430 0.161 -0.178
H 1.185 4.536 -1.304 -0.232 -0.098 -0.528
H -1.104 3.183 2.934 -0.112 -0.507 -0.296
H 3.806 -0.500 -0.584 0.427 0.515 -0.156
H -3.418 -2.138 3.140 0.237 -0.108 -0.182
H 5.255 -2.387 -0.157 0.135 0.055 0.353
H -1.675 4.586 -3.237 0.007 -0.278 -0.581
H 5.107 -4.759 0.606 0.058 0.144 -0.363
H -0.308 -2.375 -3.056 -0.669 0.214 -0.376
H -0.202 -4.352 0.624 -0.049 -0.705 -0.084
H 3.366 -4.683 0.742 -0.097 0.229 -0.295
H 0.214 3.404 -3.121 0.077 -0.319 -0.037
```
Positions in Å, forces in eV/Å.

Results
**F_max**: 4.2 eV/A
**Relative energy (zero: lowest compared OMol25 entry of this formula, charge and spin)**: 380.8 kJ/mol
**Total charge**: 0
**Frontier orbital gap**: 0.31869 Ha

Atomic partial charges in e from the Löwdin method, atoms 1 to 6: number 1, Zr, carries 2.0957; number 2, F, carries 0.0698; number 3, F, carries 0.1562; number 4, F, carries 0.1550; number 5, F, carries 0.1317; number 6, F, carries 0.1426


no.,lowest unoccupied orbital energy (eV)
1,-0.060
2,0.367